Record 1
Here is a molecular structure, C29H24ClFPTi from the OMol25 dataset. Energies are from ωB97M-V with the def2-TZVPD basis set.

Gap between HOMO and LUMO (alpha / beta) = 7.231 / 7.169 eV
Total charge = 0
Calculated total energy = -78105.425 eV
Spin multiplicity = 2
E_HOMO (alpha / beta) = -0.268 / -0.270 Ha
LUMO (alpha / beta) = -0.06 / -0.17 eV
<S²> = 0.754

Atoms and positions in Å:
C (-0.6208, -1.9913, 3.5881)
C (-0.4850, -2.1050, 2.1003)
C (0.8855, -2.4772, 1.8666)
H (-1.2965, -2.0151, 1.3011)
C (1.6062, -2.5691, 3.1556)
C (0.6696, -2.1662, 4.2404)
H (0.8892, -2.2609, 5.3253)
H (-1.5671, -1.8012, 4.1203)
H (1.2554, -2.8000, 0.8631)
H (2.6235, -2.9488, 3.3589)
Ti (0.9528, -0.4547, 2.9997)
Cl (2.9524, 0.4911, 2.6103)
P (0.2894, -0.1378, -1.4294)
C (1.4945, -1.2598, -2.1069)
C (1.2424, -2.1317, -3.1835)
H (0.2450, -2.1621, -3.6243)
C (2.2644, -2.9507, -3.6707)
H (2.0698, -3.6091, -4.5240)
C (3.5181, -2.9561, -3.0501)
H (4.3201, -3.5792, -3.4593)
C (3.7391, -2.1824, -1.9004)
H (4.7081, -2.2519, -1.3992)
C (2.7253, -1.3623, -1.4035)
H (2.8705, -0.8093, -0.4719)
C (-1.3653, -0.6242, -1.8870)
C (-1.7650, -1.9753, -1.6791)
H (-1.0649, -2.6988, -1.2538)
C (-3.0566, -2.3760, -2.0120)
H (-3.3482, -3.4274, -1.9064)
C (-4.0061, -1.4282, -2.4332)
H (-5.0233, -1.7434, -2.6868)
C (-3.6694, -0.0658, -2.4819)
H (-4.4368, 0.6800, -2.7370)
C (-2.3712, 0.3419, -2.1468)
H (-2.1406, 1.4074, -2.0732)
C (0.6765, 1.5698, -1.8608)
C (1.2697, 1.8912, -3.1041)
H (1.5634, 1.0753, -3.7698)
C (1.4423, 3.2242, -3.4593)
H (1.8580, 3.4757, -4.4352)
C (1.1050, 4.2540, -2.5598)
H (1.2198, 5.3023, -2.8571)
C (0.6272, 3.9376, -1.2770)
H (0.3982, 4.7565, -0.5649)
C (0.4601, 2.5942, -0.9047)
H (0.1496, 2.3393, 0.1234)
F (-2.8300, 3.9742, 5.1918)
C (-2.0657, 3.0976, 4.4671)
C (-0.7897, 2.8055, 4.9188)
C (-0.0307, 1.8463, 4.2133)
C (-0.6091, 1.1203, 3.1500)
C (-1.8338, 1.5748, 2.5856)
C (-2.6008, 2.5297, 3.3122)
H (-0.3762, 3.3080, 5.7839)
H (1.0338, 1.6776, 4.4661)
H (-2.1757, 1.2042, 1.5945)
H (-3.5965, 2.8421, 2.9766)

Here are the natural (NBO) charges for atoms 1 to 8, given in e: atom 1 (C): -0.2878, atom 2 (C): -0.3005, atom 3 (C): -0.3146, atom 4 (H): 0.2729, atom 5 (C): -0.3311, atom 6 (C): -0.4419, atom 7 (H): 0.2634, atom 8 (H): 0.2550

***

Record 2
Here is 5 unconnected molecules or ions with the total composition C29H24F32N5O5 from the OMol25 dataset. Energies are from ωB97M-V with the def2-TZVPD basis set.

Gap between HOMO and LUMO = 8.046 eV
Total charge = +1
Calculated total energy = -135097.736 eV
E_HOMO = -0.446 Ha
LUMO = -4.10 eV

Atoms and positions in Å:
N (0.8317, -6.2303, -5.1566)
C (-0.1363, -5.3254, -5.2854)
N (-1.4762, -5.7357, -4.9763)
C (-2.1678, -4.5161, -5.2163)
C (-3.6919, -4.6094, -4.9296)
C (-4.1362, -4.1092, -3.5650)
C (-5.5612, -4.1596, -3.1104)
C (-6.5751, -4.7298, -4.0553)
C (-6.1571, -5.2341, -5.4158)
C (-4.7205, -5.1785, -5.8722)
N (-1.3622, -3.4468, -5.6297)
N (-0.1070, -3.9794, -5.6600)
N (1.0874, -3.2997, -5.9778)
C (1.7388, -3.2475, -4.8416)
O (2.4046, -3.5717, -3.9459)
H (0.5398, -7.1590, -4.8224)
H (1.8215, -6.0309, -5.3110)
H (-3.3480, -3.7066, -2.8575)
H (-5.7845, -3.7918, -2.0733)
H (-7.6480, -4.7732, -3.6957)
H (-6.9633, -5.6745, -6.0810)
H (-4.3904, -5.5794, -6.8691)
H (-1.6836, -2.5012, -5.8466)
C (1.8307, 0.3143, -5.1662)
C (0.4017, 0.8581, -4.9656)
C (-0.4285, 1.0650, -6.2348)
F (0.1366, 1.9278, -7.0937)
F (-1.6454, 1.5768, -5.9204)
F (0.4627, 1.9895, -4.2330)
F (-0.2629, -0.0568, -4.1876)
O (2.8952, 1.2642, -5.1973)
C (3.1435, 1.9213, -6.4172)
C (2.8346, 3.4207, -6.3642)
F (1.5649, 3.6578, -5.9715)
F (2.9808, 3.9810, -7.5865)
F (2.4906, 1.2811, -7.4095)
F (4.4582, 1.7495, -6.6715)
H (2.0479, -0.2913, -4.2814)
H (1.8913, -0.3879, -6.0027)
H (-0.5886, 0.1157, -6.7556)
H (3.5037, 3.9288, -5.6656)
C (-4.5411, 1.2094, -0.7139)
C (-3.1814, 1.8330, -0.3417)
C (-2.0039, 1.4718, -1.2511)
F (-1.7650, 0.1441, -1.2976)
F (-0.8647, 2.0494, -0.7962)
F (-2.9089, 1.5449, 0.9531)
F (-3.3385, 3.1857, -0.3984)
O (-4.9256, 0.0131, -0.0235)
C (-4.4149, -1.2021, -0.4969)
C (-3.4444, -1.8683, 0.4836)
F (-2.4262, -1.0500, 0.8170)
F (-2.8938, -2.9792, -0.0702)
F (-3.8831, -1.0150, -1.7239)
F (-5.4854, -2.0136, -0.6809)
H (-5.2977, 1.9377, -0.4124)
H (-4.6686, 1.1116, -1.7945)
H (-2.1756, 1.8271, -2.2707)
H (-3.9596, -2.1561, 1.4031)
C (-0.8726, 0.6676, 3.4628)
C (-0.2371, 1.7559, 4.3508)
C (1.2522, 1.5914, 4.6605)
F (1.5301, 0.4372, 5.2969)
F (1.6760, 2.5896, 5.4762)
F (-0.9637, 1.8737, 5.4867)
F (-0.3860, 2.9407, 3.6885)
O (-1.5637, -0.3981, 4.1264)
C (-0.7957, -1.4669, 4.6142)
C (-0.7885, -1.5511, 6.1438)
F (-0.3706, -0.4003, 6.7085)
F (0.0532, -2.5256, 6.5649)
F (0.4418, -1.4077, 4.0829)
F (-1.3596, -2.5921, 4.1114)
H (-1.6554, 1.1677, 2.8893)
H (-0.1782, 0.2904, 2.7081)
H (1.8489, 1.6318, 3.7454)
H (-1.7898, -1.7680, 6.5236)
C (3.9690, 3.4181, 7.7026)
C (4.9691, 2.9335, 6.6333)
C (6.2276, 2.2378, 7.1560)
F (6.9598, 3.0225, 7.9687)
F (7.0381, 1.8940, 6.1222)
F (5.2810, 3.9712, 5.8217)
F (4.3038, 2.0331, 5.8484)
O (4.0453, 4.7908, 8.1021)
C (5.0018, 5.1328, 9.0720)
C (6.1157, 6.0299, 8.5240)
F (6.7300, 5.4749, 7.4585)
F (7.0685, 6.2381, 9.4640)
F (5.4674, 4.0106, 9.6567)
F (4.3316, 5.8012, 10.0386)
H (2.9809, 3.3351, 7.2460)
H (3.9307, 2.7490, 8.5655)
H (5.9707, 1.3239, 7.6984)
H (5.7148, 6.9981, 8.2146)

Here are the Mulliken charges for atoms 1 to 8, given in e: atom 1 (N): -0.3625, atom 2 (C): 0.5732, atom 3 (N): -0.5103, atom 4 (C): -0.1417, atom 5 (C): 0.4457, atom 6 (C): -0.0600, atom 7 (C): -0.4125, atom 8 (C): -0.4337

***

Record 3
Here is a molecular structure, C29H24MoN5O4 from the OMol25 dataset. Energies are from ωB97M-V with the def2-TZVPD basis set.

Gap between HOMO and LUMO = 4.674 eV
Total charge = +3
Energy relative to the best compared isomer or geometry (same formula, charge and spin) = 0.0 kcal per mole
Calculated total energy = -47931.555 eV
E_HOMO = -0.607 Ha
LUMO = -11.85 eV

Atoms and positions in Å:
Mo (0.2257, 0.4370, -0.1522)
C (-3.4462, 2.0279, 1.7360)
C (-2.4123, 1.5051, 0.8206)
N (-1.2169, 1.1696, 1.2094)
N (-0.8709, 1.2825, 2.5272)
C (0.3619, 0.9154, 2.6813)
O (1.0446, 0.5534, 1.5470)
C (1.0677, 0.8604, 3.9293)
C (2.4059, 0.4422, 3.9523)
C (3.0804, 0.3822, 5.1547)
C (2.4245, 0.7408, 6.3279)
C (1.0955, 1.1569, 6.3082)
C (0.4093, 1.2190, 5.1141)
C (-2.6238, 1.2741, -0.6180)
C (-3.8090, 1.4604, -1.2873)
C (-3.8706, 1.1541, -2.6486)
C (-2.7459, 0.6751, -3.2991)
C (-1.5782, 0.5111, -2.5759)
N (-1.5239, 0.8065, -1.2681)
H (-2.9847, 2.6005, 2.5375)
H (-3.9684, 1.1848, 2.2033)
H (-4.1774, 2.6361, 1.2093)
H (2.9073, 0.1654, 3.0349)
H (4.1110, 0.0583, 5.1864)
H (2.9542, 0.6932, 7.2703)
H (0.6007, 1.4303, 7.2296)
H (-0.6238, 1.5370, 5.0881)
H (-4.6786, 1.8309, -0.7634)
H (-4.7972, 1.2905, -3.1917)
H (-2.7616, 0.4255, -4.3510)
H (-0.6728, 0.1401, -3.0424)
C (0.8216, 4.4889, -1.1415)
O (2.1950, 4.4348, -1.5391)
C (2.8610, 3.3027, -1.7051)
C (4.1722, 3.4621, -2.2215)
C (5.0151, 2.4052, -2.4788)
C (4.5946, 1.1015, -2.2295)
C (3.3177, 0.8919, -1.7099)
C (2.9162, -0.4270, -1.4258)
N (1.7651, -0.7876, -0.8799)
N (1.6359, -2.1488, -0.7195)
C (0.4728, -2.4300, -0.2433)
O (-0.3126, -1.3227, -0.0033)
C (-0.0496, -3.7372, 0.0537)
C (0.7408, -4.8600, -0.2242)
C (0.2478, -6.1165, 0.0614)
C (-1.0192, -6.2556, 0.6209)
C (-1.8040, -5.1416, 0.8999)
C (-1.3227, -3.8783, 0.6174)
C (2.4676, 1.9972, -1.4539)
O (1.2384, 1.6788, -0.9231)
H (0.5422, 5.5336, -1.2206)
H (0.7101, 4.1624, -0.1074)
H (0.2070, 3.8961, -1.8213)
H (4.4863, 4.4811, -2.4146)
H (6.0034, 2.5917, -2.8756)
H (5.2468, 0.2592, -2.4204)
H (3.5860, -1.2450, -1.6749)
H (1.7236, -4.7399, -0.6592)
H (0.8462, -6.9916, -0.1499)
H (-1.3980, -7.2444, 0.8436)
H (-2.7847, -5.2655, 1.3373)
H (-1.9259, -3.0070, 0.8367)

Here are the natural (NBO) charges for atoms 1 to 8, given in e: atom 1 (Mo): 1.9476, atom 2 (C): -0.7018, atom 3 (C): 0.3949, atom 4 (N): -0.3223, atom 5 (N): -0.3217, atom 6 (C): 0.5791, atom 7 (O): -0.5510, atom 8 (C): -0.1402

***

Record 4
Here is a molecular structure, C29H24N13OS4Sr from the OMol25 dataset. Energies are from ωB97M-V with the def2-TZVPD basis set.

Gap between HOMO and LUMO = 6.641 eV
Total charge = +1
Energy relative to the best compared isomer or geometry (same formula, charge and spin) = 9.4 kcal per mole
Calculated total energy = -96056.829 eV
E_HOMO = -0.354 Ha
LUMO = -2.98 eV

Atoms and positions in Å:
Sr (0.7147, -0.1207, -0.3972)
S (1.2709, -1.9968, 7.4699)
N (0.7185, -0.6571, 6.7615)
C (0.7332, -0.8803, 5.4575)
C (0.3355, 0.0622, 4.4368)
C (-0.0859, 1.3562, 4.7418)
C (-0.4024, 2.2124, 3.7123)
C (-0.2792, 1.7507, 2.4057)
N (0.1054, 0.5205, 2.1011)
C (0.4084, -0.3322, 3.0914)
C (0.8610, -1.6964, 2.7327)
N (0.8755, -2.0405, 1.4390)
C (1.3729, -3.2198, 1.0951)
C (1.8426, -4.1493, 2.0167)
C (1.7956, -3.8281, 3.3545)
C (1.3021, -2.5793, 3.7311)
C (1.2204, -2.1627, 5.1122)
N (1.5658, -2.8914, 6.1610)
H (-0.1466, 1.6666, 5.7761)
H (-0.7240, 3.2265, 3.9016)
H (-0.4906, 2.4084, 1.5691)
H (1.4096, -3.4347, 0.0320)
H (2.2415, -5.0946, 1.6782)
H (2.1421, -4.5151, 4.1146)
C (-3.4841, 2.0151, -0.1101)
C (-2.1885, 1.8378, -0.8499)
O (-1.5100, 0.8133, -0.7511)
N (-1.7905, 2.8564, -1.6303)
C (-0.5825, 2.8058, -2.4402)
C (0.6508, 3.3439, -1.7494)
C (1.1613, 4.5806, -2.1127)
C (2.3170, 5.0441, -1.5012)
C (2.9113, 4.2606, -0.5305)
C (2.3281, 3.0435, -0.2132)
N (1.2325, 2.5786, -0.8149)
H (-3.6767, 1.1288, 0.4861)
H (-4.3085, 2.1720, -0.8058)
H (-3.4285, 2.8873, 0.5426)
H (-2.3693, 3.6788, -1.6754)
H (-0.7662, 3.3825, -3.3462)
H (-0.4268, 1.7688, -2.7449)
H (0.6672, 5.1597, -2.8816)
H (2.7467, 5.9954, -1.7845)
H (3.8156, 4.5679, -0.0257)
H (2.7824, 2.3929, 0.5252)
N (-1.6620, -4.1030, -1.8083)
N (-1.0547, -3.0391, -2.4539)
N (-1.0830, -2.9002, -3.7514)
C (-0.5050, -1.7146, -3.9088)
N (-0.1369, -1.1906, -2.7371)
N (-0.5120, -2.0538, -1.8106)
H (-1.7915, -4.8261, -2.5093)
H (-1.0240, -4.4462, -1.0970)
H (-0.3137, -1.2608, -4.8641)
S (2.6664, -2.0506, -5.3455)
C (3.0531, -1.2536, -3.9456)
S (3.2001, -2.0358, -2.3936)
C (3.4928, -0.4993, -1.6147)
N (3.4902, 0.4982, -2.4423)
N (3.3097, 0.0550, -3.7428)
C (3.3354, 1.0422, -4.7723)
C (2.5914, 2.1979, -4.6022)
C (2.6185, 3.1770, -5.5811)
C (3.3821, 2.9909, -6.7252)
C (4.1262, 1.8314, -6.8814)
C (4.1129, 0.8495, -5.9029)
S (3.6447, -0.4197, 0.1080)
H (2.0288, 2.3235, -3.6898)
H (2.0477, 4.0883, -5.4543)
H (3.4039, 3.7529, -7.4926)
H (4.7276, 1.6932, -7.7695)
H (4.6886, -0.0578, -6.0128)

Here are the Mulliken charges for atoms 1 to 8, given in e: atom 1 (Sr): 1.8481, atom 2 (S): 0.1793, atom 3 (N): -0.6643, atom 4 (C): 0.9131, atom 5 (C): 0.5063, atom 6 (C): -0.4191, atom 7 (C): -1.2761, atom 8 (C): -0.3427